{
  "formula": "C6H6NO",
  "method": "wB97M-V/def2-TZVPD",
  "elements": ["C", "C", "C", "C", "C", "C", "N", "O", "H", "H", "H", "H", "H", "H"],
  "positions_angstrom": [[-1.339, 1.124, 0.890], [-2.365, 1.865, 0.857], [-0.345, 0.296, 1.159], [1.090, -0.938, -0.419], [-0.442, 0.595, -1.094], [1.134, -0.851, -1.916], [0.177, -0.138, -0.041], [0.059, 0.085, -2.136], [-2.743, 1.558, -0.173], [-2.054, 2.958, 0.786], [0.142, 0.136, 2.035], [1.778, -1.495, 0.214], [1.997, -0.285, -2.463], [1.104, -1.723, -2.524]],
  "mulliken_charge": [0.1628, -0.4552, -0.2182, 0.0552, -0.2083, -0.4813, 0.2245, -0.1962, 0.2945, 0.2710, 0.4615, 0.4487, 0.3060, 0.3350],
  "charge": 1,
  "e_homo_ev": -13.37,
  "e_above_lowest_kcal_mol": 117.10,
  "orbital_gap_ev": 7.6
}

***

{
  "formula": "CH2BrN",
  "method": "wB97M-V/def2-TZVPD",
  "elements": ["C", "N", "H", "Br", "H"],
  "positions_angstrom": [[-0.381, 0.511, 0.574], [-0.246, 0.532, 1.680], [-0.878, 0.528, -0.281], [-2.239, 2.859, 0.998], [-1.056, 2.788, 0.676]],
  "mulliken_charge": [-0.0635, -0.2991, 0.3695, -0.1616, 0.1548],
  "smiles": "C#N.Br",
  "e_homo_ev": -10.94,
  "e_above_lowest_kcal_mol": 31.24,
  "orbital_gap_ev": 11.9
}

***

{
  "formula": "CO3S3",
  "method": "wB97M-V/def2-TZVPD",
  "elements": ["C", "O", "O", "O", "S", "S", "S"],
  "positions_angstrom": [[1.946, -0.079, 0.240], [-1.304, 1.017, -1.377], [-1.693, 0.907, 1.038], [1.091, 0.709, 0.391], [2.960, -1.191, 0.149], [-1.539, -1.643, -0.290], [-1.460, 0.280, -0.152]],
  "lowdin_spin": [0.0072, 0.2919, 0.2551, 0.0183, 0.0112, 1.0082, 0.4081],
  "e_homo_ev": [-7.01, -11.05],
  "e_above_lowest_kcal_mol": 15.70,
  "orbital_gap_ev": [6.6, 7.0],
  "multiplicity": 3
}

***

{
  "formula": "C11H11N2",
  "method": "wB97M-V/def2-TZVPD",
  "elements": ["C", "C", "C", "C", "C", "C", "C", "C", "N", "C", "C", "C", "N", "H", "H", "H", "H", "H", "H", "H", "H", "H", "H", "H"],
  "positions_angstrom": [[2.063, -0.686, 2.496], [1.417, -0.150, 1.373], [0.447, -0.829, 0.601], [0.039, -2.165, 0.941], [-1.099, -2.683, 0.413], [-1.729, -2.008, -0.684], [-1.423, -0.672, -0.963], [-0.319, -0.071, -0.371], [-0.102, 1.205, -0.856], [-1.190, 2.052, -1.100], [-0.769, 3.066, -1.830], [0.640, 2.819, -2.038], [0.946, 1.668, -1.539], [1.909, -1.711, 2.417], [1.661, -0.352, 3.406], [2.992, -0.133, 2.719], [1.766, 0.843, 1.212], [0.684, -2.805, 1.662], [-1.227, -3.725, 0.727], [-2.419, -2.661, -1.282], [-2.020, -0.283, -1.731], [-2.190, 1.989, -0.732], [-1.364, 3.868, -2.167], [1.289, 3.425, -2.674]],
  "mulliken_charge": [-1.3994, 0.1825, 0.5647, -0.3094, -0.7336, -0.5870, -0.2768, 0.6030, 0.8198, -0.2804, -0.6914, -0.1373, -1.0491, 0.3323, 0.4220, 0.3806, 0.4313, 0.1886, 0.3530, 0.3594, 0.5112, 0.4626, 0.4364, 0.4171],
  "charge": 1,
  "smiles": "C/C=C1\\C=CC=C\\C1=[N+]1/C=CC=N1",
  "e_homo_ev": -12.96,
  "e_above_lowest_kcal_mol": 91.25,
  "orbital_gap_ev": 7.0
}

***

{
  "formula": "C5H11N",
  "method": "wB97M-V/def2-TZVPD",
  "elements": ["C", "C", "C", "C", "C", "N", "H", "H", "H", "H", "H", "H", "H", "H", "H", "H", "H"],
  "positions_angstrom": [[-1.470, 1.426, 0.751], [-1.790, -0.054, 0.388], [-0.940, -0.410, -0.816], [0.407, -0.913, -0.358], [1.532, -0.325, -0.864], [2.519, -0.162, 0.224], [-0.298, 1.492, 0.566], [-1.755, 1.720, 1.783], [-1.832, 2.120, 0.005], [-1.492, -0.577, 1.331], [-2.892, -0.128, 0.154], [-1.407, -1.261, -1.355], [-0.723, 0.414, -1.534], [0.456, -1.672, 0.514], [0.579, -0.106, 1.506], [2.003, 0.334, 0.960], [3.295, 0.453, -0.107]],
  "mulliken_charge": [-1.0380, -0.5588, -0.2808, -0.5189, -0.4910, -0.4416, 0.1875, 0.2780, 0.3762, 0.3259, 0.2903, 0.3284, 0.3653, 0.6700, -0.0348, 0.2068, 0.3356],
  "e_homo_ev": -8.43,
  "e_above_lowest_kcal_mol": 156.41,
  "orbital_gap_ev": 7.2
}

***

{
  "formula": "C21H31F7N2O8S2",
  "method": "wB97M-V/def2-TZVPD",
  "elements": ["C", "C", "C", "C", "C", "C", "C", "C", "C", "N", "C", "C", "C", "C", "O", "O", "O", "C", "C", "O", "C", "C", "C", "F", "C", "H", "H", "H", "H", "H", "H", "H", "H", "H", "H", "H", "H", "H", "H", "H", "H", "H", "H", "H", "H", "H", "H", "H", "H", "H", "H", "H", "H", "H", "H", "H", "C", "F", "F", "F", "S", "O", "O", "N", "S", "O", "O", "C", "F", "F", "F"],
  "positions_angstrom": [[0.204, 4.513, 1.816], [0.474, 3.809, 3.176], [1.482, 2.660, 3.100], [0.936, 1.367, 2.420], [-0.324, 0.893, 3.170], [-0.872, -0.529, 2.792], [0.102, -1.456, 2.044], [0.223, -1.217, 0.523], [-1.130, -1.029, -0.214], [-1.107, 0.281, -0.919], [-1.409, 1.428, -0.323], [-1.333, 2.618, -0.992], [-0.923, 2.646, -2.303], [-0.781, 3.939, -3.085], [-1.660, 4.730, -3.298], [0.480, 4.210, -3.550], [1.438, 3.411, -2.883], [2.368, 2.939, -3.873], [3.002, 1.594, -3.477], [4.390, 1.697, -3.228], [5.185, 1.083, -4.228], [5.467, 2.033, -5.416], [-0.642, 1.433, -2.905], [-0.275, 1.351, -4.175], [-0.734, 0.277, -2.197], [-0.868, 4.684, 1.647], [0.645, 5.515, 1.841], [0.623, 3.965, 0.963], [-0.481, 3.539, 3.632], [0.914, 4.567, 3.839], [1.744, 2.370, 4.129], [2.416, 2.953, 2.604], [1.751, 0.639, 2.415], [0.738, 1.644, 1.371], [-0.109, 0.984, 4.241], [-1.135, 1.607, 2.965], [-1.837, -0.395, 2.293], [-1.097, -1.032, 3.740], [1.096, -1.397, 2.499], [-0.239, -2.486, 2.207], [0.730, -2.084, 0.083], [0.882, -0.364, 0.311], [-1.204, -1.792, -0.991], [-2.012, -1.155, 0.417], [-1.718, 1.405, 0.717], [-1.559, 3.551, -0.489], [3.171, 3.681, -3.955], [1.849, 2.819, -4.828], [2.546, 1.165, -2.571], [2.804, 0.880, -4.288], [4.782, 0.125, -4.584], [6.160, 0.858, -3.780], [6.451, 1.823, -5.851], [5.478, 3.075, -5.083], [4.734, 1.878, -6.217], [-0.476, -0.656, -2.686], [-4.918, -4.859, 0.213], [-4.992, -4.109, -0.896], [-5.766, -4.336, 1.109], [-5.373, -6.076, -0.092], [-3.202, -4.919, 0.857], [-2.878, -3.546, 1.157], [-2.437, -5.510, -0.204], [-3.488, -5.834, 2.105], [-2.223, -6.166, 3.010], [-1.689, -5.061, 3.760], [-1.253, -7.046, 2.427], [-3.103, -7.192, 4.250], [-3.681, -8.260, 3.686], [-4.073, -6.501, 4.865], [-2.266, -7.635, 5.190]],
  "mulliken_charge": [-0.8136, -0.4268, -1.2659, 0.5484, -0.7977, -0.7755, -1.2182, -0.5804, -1.1707, 0.3188, -0.0535, -0.9625, 0.4859, 0.0381, -0.5043, -0.2799, -0.1091, -0.4647, -0.2964, -0.4069, -0.2590, -1.0291, 0.2829, -0.4098, 0.1884, 0.1972, 0.4199, 0.0784, 0.2942, 0.4367, 0.4151, 0.3650, 0.4540, -0.3979, 0.5162, 0.0574, 0.4537, 0.4698, 0.5311, 0.4157, 0.4230, 0.4224, 0.2696, 0.8085, 0.4410, 0.6650, 0.3714, 0.3002, 0.1695, 0.3360, 0.3042, 0.3646, 0.3857, 0.2707, 0.2556, 0.4579, 0.5979, -0.2337, -0.2333, -0.2271, 1.0285, -0.5657, -0.6854, -0.3704, 1.0429, -0.6444, -0.6458, 0.6351, -0.2342, -0.2386, -0.2156],
  "e_homo_ev": -8.66,
  "orbital_gap_ev": 6.0
}